1.
{
  "formula": "C15H15NO5S",
  "method": "the ωB97M-V functional and the def2-TZVPD basis",
  "de_lowest_kcal_mol": 7.9,
  "charge": 0,
  "e_lumo_ev": 0.507,
  "homo_lumo_gap_ev": 9.370,
  "spin_multiplicity": 1,
  "elements": ["S", "H", "H", "C", "C", "H", "C", "H", "C", "C", "H", "H", "C", "H", "C", "C", "C", "H", "H", "O", "O", "H", "C", "O", "C", "H", "H", "C", "C", "H", "C", "N", "C", "O", "H", "O", "H"],
  "xyz": [[2.421149, 1.832486, -0.212290], [1.997816, -0.283081, -2.094960], [2.553254, 0.175095, 2.089947], [-6.061311, -0.688918, 0.476030], [-2.371259, 1.106142, 1.152964], [2.204619, -2.278214, 2.405020], [-1.747815, 0.685109, -1.132515], [-6.583594, -0.243594, -0.373366], [2.339926, -0.471790, 1.253880], [2.270004, 0.066727, -0.019572], [-5.922721, -1.754530, 0.280671], [1.648737, -2.706827, -1.816789], [-1.151102, 1.709228, 1.370226], [-0.910437, 2.114929, 2.342380], [2.027630, -0.733086, -1.115807], [1.438401, -4.854537, -0.448093], [1.838632, -2.094234, -0.950708], [-6.625035, -0.538528, 1.393199], [1.327737, -5.831306, 0.019470], [-4.232961, -0.659840, -1.409679], [1.713485, -3.959359, 0.607343], [2.261310, -4.889113, -1.167915], [-2.677432, 0.573901, -0.097915], [2.381530, 2.171971, -1.599735], [1.892974, -2.650855, 0.326827], [1.198283, 2.728083, 1.482643], [0.178169, 1.416798, -1.724261], [2.155053, -1.824988, 1.428111], [-0.533071, 1.298803, -0.924151], [-3.091282, 1.032515, 1.952528], [-3.959009, -0.107166, -0.370920], [1.017182, 2.391283, 0.549854], [-0.215615, 1.804068, 0.337836], [-4.807249, -0.055321, 0.671672], [0.509982, -4.591824, -0.963252], [3.481339, 2.345658, 0.600227], [-2.006279, 0.284801, -2.100950]],
  "atomic_forces_ev_per_a": [[-0.2, 0.0, 0.5], [0.0, 0.0, -0.1], [0.0, 0.0, 0.2], [-0.3, -0.2, -0.2], [-0.1, -0.1, -0.2], [0.0, 0.0, 0.1], [-0.3, -0.1, 0.2], [0.0, -0.1, 0.1], [0.0, -0.2, 0.1], [0.1, 0.7, -0.4], [0.0, 0.1, 0.0], [0.0, -0.1, -0.1], [0.3, 0.1, -0.1], [0.0, 0.0, 0.1], [0.1, 0.1, 0.0], [0.0, -0.2, -0.2], [0.0, -0.3, 0.1], [0.0, 0.0, 0.0], [0.0, 0.1, -0.1], [0.0, 0.1, 0.1], [0.1, 0.2, 0.2], [0.0, 0.0, 0.0], [0.3, 0.2, 0.0], [-0.2, -0.3, 0.0], [0.0, 0.3, 0.0], [0.2, 0.0, 0.1], [0.0, 0.0, -0.2], [0.0, -0.1, -0.1], [-0.1, 0.1, 0.1], [0.0, 0.0, 0.1], [-0.2, -0.2, -0.2], [1.0, 0.2, -0.2], [-0.8, -0.4, -0.3], [0.3, 0.2, 0.1], [0.0, 0.0, 0.0], [-0.1, -0.1, 0.2], [0.0, 0.0, -0.1]]
}

***

2.
{
  "formula": "C15H16F16IN2O6",
  "method": "the ωB97M-V functional and the def2-TZVPD basis",
  "charge": -1,
  "e_lumo_ev": 2.140,
  "homo_lumo_gap_ev": 7.100,
  "spin_multiplicity": 1,
  "elements": ["N", "F", "F", "F", "C", "H", "C", "C", "H", "F", "H", "C", "C", "C", "C", "H", "H", "H", "F", "C", "H", "C", "C", "O", "O", "F", "F", "O", "H", "F", "C", "H", "C", "F", "H", "O", "F", "F", "F", "F", "H", "H", "I", "O", "H", "H", "H", "F", "C", "F", "C", "H", "C", "O", "N", "F"],
  "xyz": [[-1.873981, -1.000366, -3.558902], [3.607781, -0.753686, 2.100816], [-0.294688, 1.890589, 1.495858], [-3.704005, -1.295494, 3.378882], [-2.775239, -3.508382, 0.894678], [0.631239, 0.013172, -2.843671], [-4.899149, -0.390354, 1.518976], [2.952411, 1.267543, -2.526304], [2.302335, 2.164455, -4.397502], [-5.749957, 0.632655, 1.280802], [-2.481209, -0.459736, -0.665105], [-0.451290, 0.692938, -4.430198], [1.871868, 0.030592, -4.501517], [-3.125661, -1.073234, -0.035436], [2.846575, -0.001195, 4.201104], [3.661199, 0.489996, -2.253118], [4.909015, 1.951587, 3.474702], [2.454838, -0.878599, -4.356358], [-1.816929, -4.272995, 1.477882], [-0.303041, 2.198591, -4.128474], [2.936665, 0.833179, 4.897348], [0.714795, 0.864511, 3.358836], [-4.678149, -0.432794, 3.035964], [-1.766482, 0.306429, -3.909700], [1.499167, -0.189102, 3.791978], [5.047504, -0.572038, 3.721186], [3.485427, 2.133879, 2.099288], [-0.659410, 2.572478, -3.003042], [-3.087111, -3.998944, -0.030968], [-5.499506, -1.505764, 1.056513], [3.963093, 0.026724, 3.140208], [-0.484426, 0.560451, -5.508042], [-2.193237, -2.126026, 0.590663], [-0.439874, 0.793520, 4.058606], [3.320561, 2.243103, -2.232746], [-3.744809, -0.117334, 0.825273], [-1.607008, -1.600608, 1.700220], [1.281795, 2.047098, 3.676992], [-5.820046, -0.835772, 3.646748], [-1.193274, -2.328430, -0.305809], [3.052952, -0.893964, 4.789850], [-0.297713, -0.098051, 1.702196], [4.659559, 1.069572, -4.982334], [0.183549, 2.912331, -5.051188], [-4.405640, 0.558721, 3.402878], [1.678018, 0.176061, -5.559573], [2.037894, 1.087364, -1.961807], [1.446821, 0.637835, 1.101773], [2.696556, 1.229810, -4.022432], [-3.821338, -3.466549, 1.741510], [0.348760, 0.764454, 1.875072], [-3.842245, -1.524753, -0.720677], [4.458688, 1.390952, 2.649802], [-3.027293, -1.305320, -3.558882], [0.584597, -0.107610, -3.846559], [5.409022, 1.196490, 1.703757]],
  "atomic_forces_ev_per_a": [[-0.7, 0.4, -0.5], [0.0, 0.1, -0.1], [0.0, 0.0, 0.2], [0.0, -0.1, -0.1], [0.2, -0.5, -0.1], [-0.1, 0.2, 0.0], [0.3, 0.0, -1.0], [-0.1, -0.2, -0.1], [-0.2, 0.1, -0.1], [-0.1, 0.0, 0.2], [0.1, 0.0, 0.1], [-0.2, 0.4, 0.5], [0.0, 0.3, 0.2], [-0.2, 0.4, -0.5], [-0.2, -0.1, 0.7], [0.1, 0.0, 0.2], [0.0, -0.1, 0.1], [0.0, -0.1, 0.0], [0.0, 0.1, 0.0], [-0.2, 1.6, -0.5], [0.0, 0.2, -0.2], [0.4, -0.1, 0.7], [0.0, 0.1, 0.4], [0.4, -0.4, -0.2], [0.2, 0.2, -0.7], [0.1, 0.2, 0.2], [-0.2, -0.1, 0.1], [0.1, -0.4, 0.5], [0.0, 0.1, 0.0], [0.0, 0.0, 0.3], [-0.6, -0.4, -0.3], [0.1, -0.2, -0.1], [-0.1, 0.7, 0.2], [-0.1, 0.0, -0.1], [0.2, 0.1, 0.1], [0.1, -0.5, 0.7], [-0.2, -0.4, 0.1], [0.0, 0.0, -0.2], [0.0, 0.1, -0.1], [-0.1, -0.2, -0.1], [0.0, -0.1, -0.1], [0.2, 0.2, 0.2], [-0.2, 0.1, -0.1], [0.0, -1.0, 0.2], [0.0, 0.0, -0.1], [0.1, -0.2, -0.2], [-0.2, 0.2, 0.0], [0.2, 0.0, 0.2], [0.4, -0.2, 0.2], [0.0, 0.2, 0.0], [-0.2, -0.1, -0.6], [-0.1, -0.2, 0.2], [0.4, 0.2, -0.1], [0.3, -0.3, 0.5], [0.1, -0.4, -0.3], [0.0, -0.1, 0.1]]
}

***

3.
{
  "formula": "C15H16IrN3O7P2",
  "method": "the ωB97M-V functional and the def2-TZVPD basis",
  "de_lowest_kcal_mol": 0.0,
  "charge": 1,
  "e_lumo_ev": [-3.417, -5.893],
  "homo_lumo_gap_ev": [8.723, 6.389],
  "spin_multiplicity": 2,
  "elements": ["H", "C", "H", "Ir", "N", "H", "H", "H", "C", "H", "N", "O", "O", "H", "C", "P", "C", "H", "O", "C", "H", "C", "O", "N", "H", "C", "C", "O", "P", "C", "C", "H", "H", "H", "H", "C", "C", "O", "C", "C", "H", "H", "O", "C"],
  "xyz": [[-3.424488, 1.914816, -2.494676], [0.834387, 0.028723, 2.543890], [1.640705, 0.242528, 4.505101], [-0.122810, -0.224733, -0.257919], [-1.773880, 0.929698, 0.176081], [-1.821087, 1.176952, -2.565059], [-3.343534, -5.031205, 0.229264], [1.548446, 2.010147, -4.113346], [-1.344630, -2.449786, 1.078496], [-1.882642, 0.562582, 2.311870], [0.050976, -0.672540, 1.716880], [0.996868, 1.703856, -0.787392], [2.452441, 0.348985, -2.384142], [-3.103818, -3.992906, -1.991353], [-2.109101, -3.597118, 1.228295], [1.094280, 1.128778, -2.181818], [-2.746388, -4.136356, 0.118676], [-3.877075, 2.408211, 2.227615], [1.088324, 2.228214, -3.291925], [-2.413066, 1.946934, -2.087970], [-4.025918, 3.073349, -0.232759], [-1.845302, -2.405232, -1.298586], [3.972200, -0.020228, -0.423351], [-3.366874, 2.405198, 0.132581], [-0.953050, -3.102231, 3.787281], [-2.265195, 1.100137, 1.467121], [0.343565, -1.476813, 4.318774], [1.666025, -1.006510, -0.380130], [2.921493, -0.809406, -1.301886], [-1.218953, -1.849046, -0.187602], [-0.583751, -1.790034, 2.136439], [3.657956, 0.837092, -0.107787], [-1.980484, 2.921488, -2.320618], [-1.719011, -1.955985, -2.275403], [0.460215, -1.795899, 5.345603], [-0.450843, -2.206001, 3.453940], [1.002398, -0.342108, 3.859611], [3.453092, -1.986313, -1.951849], [-3.257289, 2.011289, 1.444742], [-2.471920, 1.747764, -0.618116], [1.314840, 0.900436, 2.118852], [-2.211754, -4.078266, 2.192131], [-0.062836, 0.121197, -2.320384], [-2.613026, -3.548438, -1.136022]],
  "atomic_forces_ev_per_a": [[0.0, 0.0, 0.0], [0.0, 0.0, 0.0], [0.0, 0.0, 0.0], [-0.1, 0.1, 0.2], [0.1, 0.1, -0.2], [0.0, 0.0, 0.0], [0.0, 0.0, 0.0], [0.0, 0.0, 0.0], [0.0, 0.0, 0.0], [0.0, 0.0, 0.0], [0.0, 0.0, 0.0], [0.0, 0.0, 0.1], [0.0, 0.0, 0.0], [0.0, 0.0, 0.0], [0.0, 0.0, 0.0], [-0.1, 0.0, -0.1], [0.0, 0.0, 0.0], [0.0, 0.0, 0.0], [0.0, 0.0, 0.0], [0.0, 0.0, 0.0], [0.0, 0.0, 0.0], [0.0, 0.0, 0.0], [0.0, 0.0, 0.0], [0.0, 0.0, 0.0], [0.0, 0.0, 0.0], [-0.1, -0.1, 0.0], [0.0, 0.0, 0.0], [-0.1, -0.2, -0.1], [0.0, 0.0, 0.0], [0.2, 0.0, 0.0], [0.1, 0.0, 0.0], [0.0, 0.0, 0.0], [0.0, 0.0, 0.0], [0.0, 0.0, 0.0], [0.0, 0.0, 0.0], [0.0, 0.0, 0.0], [0.0, 0.0, 0.0], [0.0, 0.0, 0.0], [0.0, 0.0, 0.0], [-0.1, -0.1, 0.0], [0.0, 0.0, 0.0], [0.0, 0.0, 0.0], [0.0, 0.1, 0.0], [0.0, 0.0, 0.0]]
}

***

Number 1: DFT total energy -1409.73755 Ha. Number 2: DFT total energy -3037.67937 Ha. Number 3: DFT total energy -2059.30428 Ha.